{
  "formula": "C27H33IN5OS2V",
  "method": "wB97M-V/def2-TZVPD",
  "spin_multiplicity": 3,
  "total_charge": 0,
  "homo_ev": [-8.160, -8.331],
  "relative_energy_ev": 0.258,
  "lumo_ev": [-1.03, -0.74],
  "species": ["I", "V", "S", "S", "O", "N", "N", "N", "N", "N", "C", "C", "C", "C", "C", "C", "C", "C", "C", "C", "C", "C", "C", "C", "C", "C", "C", "C", "C", "C", "C", "C", "C", "C", "C", "C", "C", "H", "H", "H", "H", "H", "H", "H", "H", "H", "H", "H", "H", "H", "H", "H", "H", "H", "H", "H", "H", "H", "H", "H", "H", "H", "H", "H", "H", "H", "H", "H", "H", "H"],
  "positions_angstrom": [[-2.77083, -4.28880, -3.48846], [-0.10193, -0.02553, -0.60714], [-2.16123, -0.24414, 0.34283], [-0.23789, -2.30097, -0.71932], [-1.98302, -0.63794, -2.64379], [-4.71728, -2.37805, 1.87014], [-2.50545, -1.06145, -4.81186], [-1.72903, -5.40582, 0.52416], [0.85178, 0.38820, 1.09332], [1.04686, 1.39146, -1.33785], [0.57920, -0.09567, 2.45306], [0.10019, 3.18684, 3.71376], [-1.70660, -1.92143, 0.15008], [-3.71526, -2.62091, 1.35314], [0.16681, -1.00824, 5.03722], [-0.13715, 0.70913, 3.35945], [-2.47385, -2.92264, 0.68384], [1.10772, -1.33334, 2.83523], [-2.06015, -4.30187, 0.59348], [0.93442, 0.30333, -4.15618], [-0.31842, 0.22930, 4.65277], [2.51044, 3.04960, -0.79814], [-0.70967, 2.08206, 3.02662], [1.61024, 2.57290, -4.90080], [1.80012, 1.98010, -0.30701], [0.87378, -1.77990, 4.13188], [-3.55836, -2.36121, -3.03479], [-2.18926, 2.20821, 3.42780], [2.21649, 3.13791, -2.16703], [0.79445, 1.80479, -3.86071], [1.73461, -3.64871, 1.97964], [1.33021, 2.11570, -2.47935], [2.00629, -2.14539, 1.91607], [1.65704, 1.40180, 0.97631], [3.47880, -1.84015, 2.23736], [-2.60587, -1.28100, -3.47556], [-0.67632, 2.25186, -3.94864], [-3.68244, -2.31771, -1.96046], [-0.31998, 4.17109, 3.48141], [2.18878, 1.77685, 1.84689], [-2.77301, 1.35842, 3.08376], [1.26049, 2.31080, -5.90296], [1.97346, -0.01327, -4.03349], [1.49949, 3.65543, -4.78071], [-2.96978, -1.65006, -5.47659], [-2.61985, 3.11981, 2.99972], [-0.86686, 0.83325, 5.37029], [0.64324, 0.09595, -5.19164], [-4.51855, -2.28856, -3.53577], [1.14922, 3.18017, 3.39861], [-2.29478, 2.27286, 4.51669], [-0.64122, 2.24551, 1.95710], [0.31220, -0.31285, -3.51660], [3.17749, 3.68416, -0.22718], [1.27425, -2.74013, 4.44348], [-1.86374, -0.36475, -5.13917], [0.07875, 3.05656, 4.80056], [-0.77121, 3.30123, -3.65518], [-1.04208, 2.16012, -4.97987], [4.14211, -2.45634, 1.62072], [1.82838, -1.82209, 0.90170], [3.71882, -0.78823, 2.04601], [-1.31658, 1.65494, -3.30322], [3.69700, -2.04901, 3.28866], [2.67322, 2.32325, -4.83349], [2.15004, -4.09093, 2.89181], [2.61061, 3.87098, -2.85724], [0.66468, -3.86732, 1.95038], [2.19885, -4.15189, 1.12785], [-0.00284, -1.36831, 6.04638]],
  "forces_ev_per_angstrom": [[0.0, 0.0, 0.0], [-0.6, -0.5, -0.2], [-0.5, 0.0, 0.3], [0.1, -0.4, -0.1], [0.2, 0.2, -0.4], [0.3, -0.1, -0.2], [-0.1, 0.0, 0.5], [-0.1, 0.5, 0.0], [0.3, 0.2, 1.6], [0.4, 0.8, -0.9], [0.3, 0.2, -0.3], [0.1, 0.1, 0.0], [0.0, 0.1, -0.1], [0.2, -0.1, -0.1], [0.0, 0.0, 0.0], [0.0, 0.0, -0.2], [-0.2, -0.3, 0.2], [0.1, -0.1, -0.1], [-0.1, 0.0, 0.0], [0.1, 0.1, -0.1], [-0.1, -0.1, 0.0], [0.3, 0.3, 0.1], [-0.1, -0.1, 0.2], [0.0, 0.1, -0.1], [-0.4, -0.3, -0.4], [0.0, -0.1, 0.1], [-0.1, 0.0, -0.1], [0.1, 0.1, 0.0], [0.1, 0.1, 0.0], [-0.1, -0.1, 0.2], [0.0, 0.0, 0.1], [0.2, -0.1, 0.4], [0.2, 0.0, 0.4], [-0.1, -0.2, -0.1], [0.0, 0.0, -0.1], [0.1, 0.1, 0.0], [0.1, 0.1, -0.1], [0.0, 0.1, 0.1], [0.1, -0.1, 0.0], [0.0, 0.1, 0.0], [0.0, -0.1, -0.1], [0.0, 0.0, 0.1], [0.0, 0.0, 0.0], [0.0, -0.1, 0.0], [0.0, -0.1, 0.0], [0.1, -0.1, 0.1], [0.1, -0.1, -0.1], [0.0, 0.0, 0.0], [0.0, 0.0, 0.0], [-0.1, 0.0, 0.1], [0.0, 0.0, -0.2], [0.0, 0.0, -0.3], [-0.1, -0.1, 0.2], [-0.1, -0.1, -0.1], [-0.1, 0.1, -0.1], [0.1, 0.1, 0.0], [0.0, 0.0, -0.1], [0.0, -0.1, -0.1], [0.1, 0.0, 0.1], [-0.1, 0.1, 0.1], [-0.1, 0.1, -0.3], [0.0, -0.1, 0.0], [0.0, -0.1, 0.1], [0.0, 0.0, -0.1], [-0.1, 0.0, 0.0], [-0.1, 0.0, -0.1], [0.0, -0.1, 0.1], [0.1, 0.0, 0.0], [0.0, 0.0, 0.1], [0.0, 0.0, -0.1]],
  "lowdin_charge": [0.8214, 0.5835, 0.6895, 0.6710, -0.0853, 0.1590, 0.1785, 0.1665, -0.0540, -0.0159, -0.1479, -0.0588, -1.0216, -0.2429, -0.0555, -0.1423, -0.3717, -0.1381, -0.2584, -0.0395, -0.0330, -0.0060, -0.3813, -0.0657, -0.2958, -0.0257, -0.5412, -0.0648, -0.0254, -0.5383, -0.0742, -0.2245, -0.3987, -0.0452, -0.0508, -0.6433, -0.0337, 0.0378, 0.0833, 0.1478, 0.0687, 0.0869, 0.0963, 0.0852, 0.0972, 0.0834, 0.1133, 0.0866, 0.0522, 0.0682, 0.0760, 0.1094, 0.0433, 0.1151, 0.1154, 0.0918, 0.0824, 0.0924, 0.0867, 0.0818, 0.0567, 0.0725, 0.0610, 0.0830, 0.0936, 0.0779, 0.1041, 0.0677, 0.0843, 0.1081]
}